Record 1
A 4-piece molecular cluster, C17H30IN2O11 overall in a non-equilibrium geometry. Source: OMol25; level of theory: ωB97M-V/def2-TZVPD.

Computed properties:
molar mass	565.33	g/mol
E_HOMO	-12.4	eV
frontier orbital gap	8.5	eV
maximum force	4.27	eV/A
charge	+1
LUMO energy	-3.905	eV

Last column: Mulliken charge in e.
Geometry (Å):
C 1.60145 0.67962 1.08519  -0.8339
C 0.79281 -0.67141 1.24630  -0.2418
C 1.79920 -1.89305 1.39434  0.5072
O 1.52401 -2.86614 2.04389  -0.5114
O 3.00572 -1.76255 0.69389  -0.3724
C 3.35945 -2.96901 -0.01415  -0.8768
C 2.25240 -3.50316 -1.00021  0.0516
C 2.23341 -2.59102 -2.26577  0.0489
C 1.94187 -3.02530 -3.61355  -0.7541
N 2.10470 -1.81159 -4.34834  -0.0162
C 2.43244 -0.77872 -3.53246  -0.1130
I 2.84867 1.27853 -3.92149  0.2824
N 2.50730 -1.20976 -2.22036  0.2345
H 2.24554 0.84679 1.99174  0.3159
H 2.29111 0.70069 0.19514  0.1262
H 0.85312 1.50493 0.92976  0.2750
H 0.20493 -0.63295 2.19582  0.3461
H 0.15871 -0.92058 0.34916  0.2257
H 3.72148 -3.77652 0.68271  0.3652
H 4.25650 -2.70245 -0.65116  0.4495
H 1.24680 -3.67581 -0.53799  0.3349
H 2.60876 -4.51841 -1.35455  0.4061
H 1.68709 -4.04212 -3.99233  0.4386
H 1.98778 -1.67869 -5.35504  0.2343
H 2.72065 -0.59973 -1.42821  0.0934
C 2.97607 5.41714 0.10708  -0.5664
O 1.79139 6.20411 0.20003  -0.3159
C 0.68517 5.50386 0.48083  0.8079
O 0.62717 4.31045 0.65132  -0.5509
O -0.33969 6.35610 0.53930  -0.3008
C -1.59844 5.74598 0.83434  -0.6002
H 3.80116 6.08940 -0.12262  0.2208
H 3.18566 4.92234 1.05646  0.2858
H 2.89008 4.68512 -0.69808  0.2246
H -1.57339 5.26466 1.81260  0.2996
H -1.86959 5.02869 0.05893  0.2824
H -2.35116 6.53171 0.85556  0.2019
C 0.73047 -5.87900 1.48046  -0.2770
O 1.21091 -7.20868 1.65943  -0.3336
C 1.70983 -7.75921 0.54799  0.7938
O 1.77694 -7.22872 -0.53647  -0.5581
O 2.12137 -8.99376 0.84473  -0.3356
C 2.68303 -9.70820 -0.25705  -0.6234
H 0.35126 -5.52964 2.43864  0.2816
H 1.53827 -5.21736 1.16793  -0.0471
H -0.08688 -5.85981 0.75673  0.2847
H 3.56878 -9.19685 -0.63631  0.2893
H 1.94423 -9.83747 -1.04892  0.2900
H 2.97889 -10.69136 0.10442  0.2291
C -7.06127 4.12786 -0.97671  -0.6239
O -7.62737 5.10767 -0.10877  -0.3118
C -6.76030 5.63880 0.76097  0.8107
O -5.59127 5.35905 0.85585  -0.5303
O -7.41717 6.53353 1.50590  -0.3054
C -6.61114 7.18627 2.48651  -0.6140
H -7.85401 3.77120 -1.63235  0.2229
H -6.27367 4.56649 -1.59110  0.2852
H -6.67730 3.28216 -0.40441  0.2837
H -5.80566 7.74778 2.01125  0.2808
H -6.20919 6.46349 3.19776  0.2834
H -7.24905 7.88463 3.02546  0.2205

Atomic forces in eV per Å
-0.626 -0.053 -0.266
2.125 -0.203 0.006
-1.142 0.650 0.597
0.521 0.457 -0.764
-1.376 -0.423 -0.564
1.007 -0.998 -0.373
1.001 0.113 -0.615
-1.091 -2.019 -0.502
1.181 2.785 3.015
0.123 0.283 1.000
0.134 0.279 1.052
-0.369 -1.448 -0.102
-0.748 -1.659 -3.718
-0.794 0.016 -0.882
-0.680 -0.175 0.793
0.963 -0.573 0.409
0.271 -0.209 -1.035
0.425 0.378 0.944
-0.704 0.824 -0.537
-0.932 -0.138 0.832
0.855 0.454 -0.397
-0.480 1.037 0.443
0.307 1.353 0.194
0.068 -0.160 0.503
-0.073 -0.536 -0.039
0.341 -0.070 0.002
-0.159 -0.136 0.010
-0.157 0.355 0.021
0.092 0.061 -0.087
0.319 -0.174 -0.037
-0.471 -0.083 0.101
-0.229 0.139 0.022
-0.097 -0.085 -0.110
-0.065 -0.053 0.142
0.063 -0.081 -0.136
0.089 -0.041 0.126
0.239 0.091 -0.065
-0.213 0.329 0.081
0.105 -0.140 -0.295
0.003 -0.246 0.306
0.042 0.047 0.136
-0.114 0.336 -0.066
0.179 -0.317 -0.269
0.141 -0.213 0.016
-0.072 -0.098 -0.007
0.128 -0.012 -0.060
-0.148 0.050 -0.047
0.084 0.144 0.012
-0.112 0.152 0.209
0.055 -0.267 -0.267
0.120 0.109 0.160
-0.244 0.096 0.022
-0.113 0.027 -0.040
0.082 -0.190 -0.180
0.142 0.232 0.309
-0.102 0.192 0.172
0.045 -0.053 0.153
0.104 0.133 -0.018
0.022 -0.161 0.028
0.083 0.023 -0.145
-0.147 -0.131 -0.195

---

Record 2
A 2-piece molecular cluster, C17H30IN3O3 overall. Source: OMol25; level of theory: ωB97M-V/def2-TZVPD.

Computed properties:
molar mass	451.35	g/mol
E_HOMO (spin up / spin down)	-9.8 / -11.0	eV
frontier orbital gap (spin up / spin down)	6.9 / 8.1	eV
2S+1	2
maximum force	0.43	eV/A
charge	+1
LUMO energy (spin up / spin down)	-2.921 / -2.921	eV

Last column: Mulliken charge in e.
Geometry (Å):
C -1.50204 2.18899 -0.65795  -1.6825
C -1.82370 2.38812 -2.14647  1.7560
C -1.77350 3.87934 -2.44952  -1.7902
C -0.85693 1.66740 -3.10396  -2.0221
C -0.93836 0.14142 -3.12493  0.3313
I 0.06925 -0.48890 -4.96311  0.1693
C -0.21689 -0.60825 -1.98281  -0.6546
C 1.10244 -0.00859 -1.54156  0.3789
O 1.94023 0.43451 -2.25553  -0.5175
O 1.31812 0.02250 -0.18077  -0.4531
C -2.39913 -0.33222 -3.25565  -1.7734
C -3.47823 0.42519 -2.43605  1.6628
C -3.60651 -0.06948 -0.98433  -1.6579
C -4.82217 0.19432 -3.11384  -1.8756
N -3.19450 1.89572 -2.48108  0.6085
O -3.77843 2.53908 -3.41480  -0.6338
H -1.09735 1.20702 -0.42514  0.2118
H -2.39239 2.33397 -0.04869  0.3269
H -0.76136 2.92555 -0.34706  0.4811
H -1.76779 4.07264 -3.51902  0.3908
H -0.86502 4.29968 -2.01671  0.4450
H -2.63813 4.38478 -2.01970  0.4361
H 0.16573 2.00186 -2.91246  0.5922
H -1.11858 2.01614 -4.10414  0.8004
H 0.01058 -1.61885 -2.33306  0.6761
H -0.88311 -0.72483 -1.12711  0.0493
H 0.63300 -0.49327 0.26205  0.3997
H -2.45732 -1.39280 -2.98883  0.3012
H -2.68456 -0.26510 -4.30418  0.7094
H -4.27823 -0.92837 -0.96220  0.4816
H -2.66772 -0.38710 -0.53919  0.2419
H -4.04718 0.70181 -0.35462  0.3130
H -5.59650 0.79597 -2.63828  0.4464
H -4.78902 0.45302 -4.16790  0.4114
H -5.08451 -0.86043 -3.01865  0.4606
C 1.36363 -2.26828 5.58062  -1.3107
C 1.59015 -1.18540 4.54435  -0.1553
N 2.86948 -1.34420 3.82680  0.2262
C 3.10964 -0.92859 2.53573  -0.5258
C 4.40613 -1.20785 2.26274  -0.5679
N 4.93919 -1.79081 3.38821  0.1078
C 3.99111 -1.85981 4.31815  -0.1832
C 6.31644 -2.26775 3.54280  -0.7870
H 2.08084 -2.21042 6.39927  0.3702
H 0.37370 -2.13761 6.01325  0.3816
H 1.41260 -3.26157 5.13451  0.3737
H 1.58302 -0.19474 4.99805  0.2652
H 0.81350 -1.20989 3.78246  0.3003
H 2.34736 -0.46533 1.93505  0.6607
H 4.99430 -1.04707 1.37673  0.4636
H 4.12067 -2.26822 5.30493  0.3768
H 6.31790 -3.33849 3.72944  0.3424
H 6.79834 -1.74202 4.36284  0.3445
H 6.85180 -2.06280 2.62131  0.2958

Atomic forces in eV per Å
-0.025 -0.098 0.012
-0.081 -0.202 0.058
0.008 0.156 -0.016
0.146 0.157 0.023
-0.001 -0.090 -0.011
-0.005 -0.004 0.043
0.038 -0.070 0.020
-0.087 0.134 0.098
0.181 0.121 -0.132
-0.022 -0.399 0.161
0.023 -0.162 0.065
0.136 0.110 0.099
-0.009 0.008 -0.026
-0.091 -0.046 -0.053
0.123 -0.142 -0.194
-0.060 0.043 0.039
-0.087 0.018 0.018
-0.018 0.093 -0.001
0.040 -0.064 -0.031
-0.096 0.009 0.011
0.003 -0.011 -0.037
0.047 0.012 0.029
-0.040 -0.052 -0.056
-0.008 0.020 0.011
-0.061 -0.016 0.065
0.005 0.067 -0.030
-0.161 0.130 -0.112
-0.006 -0.003 -0.100
-0.019 0.110 0.011
0.079 -0.026 -0.014
0.013 0.099 0.081
-0.018 0.009 -0.006
-0.010 -0.039 0.007
-0.032 0.062 0.011
0.008 0.004 -0.013
0.037 -0.006 -0.012
-0.033 0.001 0.038
0.066 -0.018 -0.029
-0.058 0.034 0.107
0.066 -0.022 -0.027
-0.018 0.009 0.021
0.006 0.001 -0.002
0.001 0.001 0.000
-0.009 0.015 0.007
-0.001 -0.001 0.001
-0.015 0.002 -0.002
0.011 0.006 -0.011
0.006 -0.008 -0.003
0.084 0.038 -0.075
-0.047 0.014 -0.028
-0.010 -0.010 -0.006
-0.002 0.000 -0.007
0.001 0.004 -0.003
0.001 0.000 0.002